# C29H25N6O2RuS

C29H25N6O2RuS as an isolated structure (the ωB97M-V functional and the def2-TZVPD basis, the OMol25 dataset).

Each line ends with the Mulliken spin population.
CARTESIAN COORDINATES (ANGSTROEM)
1 Ru 0.59515 0.02608 0.37806  0.825
2 O -0.99154 -1.01662 -0.95069  0.077
3 C -2.25759 -0.82761 -0.90642  0.006
4 C -3.14885 -1.92011 -1.11345  0.008
5 C -4.50741 -1.74317 -1.09328  0.001
6 C -5.08652 -0.47711 -0.88449  0.002
7 C -4.25510 0.59459 -0.68596  0.000
8 C -2.85641 0.44149 -0.66329  -0.010
9 C -2.03035 1.59549 -0.50344  -0.001
10 N -0.77544 1.58451 -0.24382  0.004
11 C -0.03916 2.84025 -0.30537  0.009
12 C 1.19800 2.54582 -1.13188  -0.001
13 N 1.84811 1.39564 -0.50094  -0.010
14 C 3.13191 1.34337 -0.46484  -0.013
15 C 3.94491 0.31864 0.11760  0.019
16 C 5.34429 0.48908 0.02919  -0.009
17 C 6.21676 -0.42466 0.55253  0.014
18 C 5.69549 -1.55961 1.19657  -0.009
19 C 4.34505 -1.75666 1.30517  0.009
20 C 3.42119 -0.82716 0.76958  -0.008
21 O 2.15626 -1.09372 0.91366  0.023
22 H -2.70899 -2.89600 -1.27864  -0.001
23 H -5.15236 -2.60134 -1.24432  0.000
24 H -6.16059 -0.35511 -0.89420  0.000
25 H -4.66925 1.58661 -0.53616  0.000
26 H -2.51444 2.56659 -0.64129  -0.002
27 H 0.26105 3.13644 0.70311  -0.005
28 H -0.63519 3.64479 -0.74168  0.000
29 H 1.87203 3.40243 -1.19644  -0.001
30 H 0.89113 2.25586 -2.14013  0.002
31 H 3.67623 2.16894 -0.92643  -0.001
32 H 5.72102 1.37370 -0.47242  0.000
33 H 7.28476 -0.27822 0.47488  0.001
34 H 6.37279 -2.29248 1.61762  0.000
35 H 3.93751 -2.62649 1.80293  0.000
36 S 0.36057 1.08019 2.33174  0.049
37 C -0.47585 -0.15961 3.24402  -0.001
38 N -0.91652 0.08266 4.41940  0.016
39 N -1.72262 -0.85754 4.98835  0.003
40 C -2.83580 -1.46395 4.39359  0.000
41 C -3.47481 -2.48239 5.10038  0.002
42 C -4.59593 -3.10378 4.57457  0.000
43 C -5.09787 -2.72793 3.33652  0.001
44 C -4.47035 -1.70283 2.64137  -0.001
45 C -3.35499 -1.06630 3.16083  -0.004
46 N -0.65072 -1.42962 2.67312  0.013
47 N -0.30411 -1.54436 1.48947  -0.009
48 C -0.39744 -2.90671 1.00846  -0.006
49 C -1.21056 -3.82014 1.67043  -0.002
50 C -1.28207 -5.12528 1.21195  0.001
51 C -0.54041 -5.52035 0.10804  -0.001
52 C 0.26827 -4.60106 -0.54600  -0.002
53 C 0.33456 -3.29010 -0.10582  0.009
54 H -1.76286 -0.75224 5.98654  0.000
55 H -3.07648 -2.79622 6.05835  0.000
56 H -5.07198 -3.89741 5.13654  0.000
57 H -5.96393 -3.22407 2.92004  0.000
58 H -4.84763 -1.38575 1.67685  0.000
59 H -2.90006 -0.25925 2.60127  0.001
60 H -1.79424 -3.50257 2.52270  0.000
61 H -1.92305 -5.83295 1.72102  0.000
62 H -0.59760 -6.54126 -0.24709  0.000
63 H 0.84594 -4.90103 -1.41016  0.000
64 H 0.95676 -2.58222 -0.62832  0.001

Atomic forces in eV per Å
Ru -0.753 0.010 -0.341
O 0.813 0.097 -0.455
C -0.044 0.013 0.144
C 0.021 0.018 -0.020
C -0.023 0.015 -0.025
C 0.010 -0.037 -0.052
C 0.028 -0.001 0.016
C -0.042 -0.101 0.110
C 0.060 0.018 0.005
N -0.022 -0.061 0.198
C 0.028 0.006 0.005
C -0.024 -0.048 -0.026
N -0.230 -0.085 -0.070
C -0.012 -0.002 -0.036
C -0.019 -0.015 0.018
C -0.015 -0.004 -0.002
C 0.001 -0.006 0.002
C 0.019 -0.009 0.004
C 0.000 0.019 -0.013
C 0.003 0.076 -0.018
O -0.060 -0.281 -0.094
H 0.002 0.000 -0.010
H 0.002 -0.002 -0.002
H -0.005 0.004 0.012
H -0.001 -0.003 0.011
H 0.023 -0.002 -0.057
H -0.028 0.011 -0.006
H -0.018 -0.037 -0.048
H 0.009 -0.005 0.047
H 0.021 0.029 -0.016
H 0.008 0.003 0.011
H 0.001 0.001 0.003
H 0.000 0.001 -0.001
H -0.001 0.000 0.001
H -0.003 0.003 0.001
S 0.515 0.411 0.526
C -0.084 0.006 -0.157
N -0.067 0.118 -0.046
N 0.266 -0.275 0.218
C -0.224 0.027 -0.022
C 0.054 -0.005 -0.018
C -0.025 -0.016 -0.021
C 0.037 -0.006 0.028
C -0.023 0.015 -0.036
C -0.067 0.026 0.021
N 0.267 -0.089 0.022
N -0.209 -0.046 0.132
C -0.015 0.085 0.045
C -0.070 0.034 -0.040
C -0.008 -0.008 0.011
C -0.012 -0.004 0.002
C -0.008 0.017 0.015
C 0.073 -0.065 -0.048
H -0.105 0.132 -0.005
H 0.009 0.003 -0.006
H -0.002 -0.001 0.002
H -0.005 -0.002 -0.002
H 0.013 0.002 0.028
H -0.035 -0.013 0.000
H -0.017 0.016 0.013
H -0.006 0.002 -0.003
H 0.001 -0.002 0.002
H -0.001 -0.001 -0.002
H -0.004 0.015 0.046

The expectation value of S² is 0.76. The value obtained for the LUMO energy (spin up / spin down) is -0.7 / -0.7 eV. As for the HOMO energy (spin up / spin down): -0.26448 / -0.26473 hartree. The calculation puts the orbital gap (spin up / spin down) at 6.448 / 6.469 eV. As for the spin multiplicity: 2.

# C4H11N2

A 2-piece molecular cluster, C4H11N2 overall (the ωB97M-V functional and the def2-TZVPD basis, the OMol25 dataset).

Each line ends with the Mulliken spin population.
CARTESIAN COORDINATES (ANGSTROEM)
1 C 0.51538 0.38875 -0.09339  0.779
2 C 0.70112 0.64886 -1.51957  0.034
3 C -0.85496 2.11019 0.90066  0.042
4 C -0.15946 -2.40725 0.02850  0.004
5 N -0.13400 0.82283 0.92564  -0.049
6 N 0.72070 -1.57518 0.73777  1.017
7 H -0.39522 0.65514 -1.99909  0.040
8 H 1.26296 1.56715 -1.55643  0.009
9 H 1.18218 -0.20706 -1.95748  0.035
10 H -1.85163 1.73715 0.69530  0.000
11 H -0.77243 2.55270 1.91058  -0.002
12 H -0.35455 2.81600 0.18707  -0.002
13 H -1.14815 -2.15608 0.37133  0.003
14 H 0.07821 -3.38950 0.14923  0.031
15 H -0.17366 -2.18113 -1.10443  0.081
16 H -0.25742 0.33828 1.86190  0.013
17 H 1.64093 -1.72085 0.46240  -0.033

Atomic forces in eV per Å
C -0.512 0.435 2.192
C -3.240 -0.302 0.449
C 0.552 0.187 0.230
C -1.020 2.492 -0.872
N 0.526 0.726 -0.362
N -1.092 -0.335 -0.342
H 2.287 0.557 0.751
H 0.175 0.461 -0.764
H 0.649 -0.062 -0.350
H -0.562 1.205 -0.284
H -0.259 -0.227 -0.547
H -0.987 -0.768 0.421
H -0.687 -0.396 -0.005
H 0.400 -3.079 0.086
H 0.352 -0.160 1.286
H 1.071 0.153 -1.807
H 2.350 -0.886 -0.082

The expectation value of S² is 2.01. Its charge is +1. The value obtained for the LUMO energy (spin up / spin down) is -3.9 / -6.4 eV. As for the HOMO energy (spin up / spin down): -0.43896 / -0.54362 hartree. The calculation puts the orbital gap (spin up / spin down) at 8.008 / 8.375 eV. As for the spin multiplicity: 3. The relative energy (zero: lowest compared OMol25 entry of this formula, charge and spin) comes out at 217.1 kJ/mol.

# C2HO4P

A 2-piece molecular cluster, C2HO4P overall (the ωB97M-V functional and the def2-TZVPD basis, the OMol25 dataset).

Each line ends with the natural charge from an NBO analysis.
CARTESIAN COORDINATES (ANGSTROEM)
1 C 1.27920 -1.59585 1.03341  1.043
2 C -0.48173 1.62095 -0.56330  0.107
3 O 1.96990 -2.40731 0.64974  -0.472
4 O 0.27149 1.34565 -1.44793  -0.489
5 O 0.62028 -0.77112 1.44091  -0.547
6 O -1.56134 -0.81562 -1.05218  -0.978
7 P -1.47207 -0.03292 0.15484  1.221
8 H -0.62574 2.65624 -0.21549  0.115

Atomic forces in eV per Å
C 1.130 -0.994 -0.459
C -0.428 -1.509 0.309
O 1.428 -1.908 -0.929
O 0.349 0.348 -0.260
O -2.163 2.815 1.412
O 0.042 -1.294 -1.696
P -0.300 2.298 1.460
H -0.059 0.245 0.163

The value obtained for the LUMO energy is -0.9 eV. As for the HOMO energy: -0.31870 hartree. The calculation puts the orbital gap at 7.808 eV. The relative energy (zero: lowest compared OMol25 entry of this formula, charge and spin) comes out at 8.5 kJ/mol.

# H4O2

A 2-piece molecular cluster, H4O2 overall (the ωB97M-V functional and the def2-TZVPD basis, the OMol25 dataset).

Each line ends with the natural charge from an NBO analysis.
CARTESIAN COORDINATES (ANGSTROEM)
1 O 1.25608 -1.41680 -0.23297  -0.957
2 H 2.09132 -1.03165 -0.58267  0.465
3 H 0.65765 -0.64479 -0.11410  0.489
4 O -0.99128 0.83722 0.23786  -0.957
5 H -1.12351 1.80562 0.35164  0.480
6 H -1.89026 0.45042 0.34022  0.480

Atomic forces in eV per Å
O 0.371 1.094 -0.272
H -0.957 -0.399 0.391
H 0.499 -0.614 -0.095
O -1.035 0.573 0.207
H 0.159 -1.057 -0.121
H 0.964 0.403 -0.110

The value obtained for the LUMO energy is 0.7 eV. As for the HOMO energy: -0.40336 hartree. The calculation puts the orbital gap at 11.630 eV. The relative energy (zero: lowest compared OMol25 entry of this formula, charge and spin) comes out at 8.3 kJ/mol.

Question: Which formula does entry 3 have?
Answer: C2HO4P